(1)
Below is a cluster of 2 separate species, C3H12NOS in total in a non-equilibrium geometry, with properties calculated with the ωB97M-V functional and the def2-TZVPD basis.

The geometry in XYZ format:
```
18
Properties=species:S:1:pos:R:3:forces:R:3
C 0.64982 -1.16152 1.03341 0.64 0.17 -3.43
C 0.54651 0.29547 0.36075 1.67 -2.88 -0.14
C -0.60721 0.49757 -0.53113 -0.04 -0.74 -1.92
S -0.79247 2.40189 -0.93574 0.35 1.62 0.03
N 0.57664 1.31155 1.58136 0.78 0.87 -0.09
H 0.49409 -2.01370 0.28470 0.53 1.57 0.56
H -0.13546 -1.36448 1.66338 -2.03 0.01 1.95
H 1.59256 -1.35354 1.52422 0.52 0.19 0.26
H 1.56985 0.46266 -0.07730 -1.16 0.06 -0.19
H -0.49845 0.16524 -1.62321 0.12 -0.02 2.30
H -1.48952 0.04230 -0.08546 -0.32 0.11 -0.10
H -2.05551 2.59581 -0.57291 -0.20 -0.37 0.23
H 1.48135 1.84737 1.38428 -1.86 -0.62 0.98
H -0.22217 1.95681 1.70919 0.39 0.14 -0.66
H 0.58788 0.72083 2.40271 0.60 0.16 0.36
H -1.31557 -2.37511 -2.92041 1.87 1.46 1.49
H 0.20680 -2.17025 -2.80545 0.86 -0.19 -0.32
O -0.58913 -1.85891 -2.39239 -2.73 -1.54 -1.33
```
Positions in Å, forces in eV/Å.

Summary:
energy relative to the best compared isomer or geometry (same formula, charge and spin)	2.155	eV
F_max	3.5	eV/Å
DFT total energy	-649.483344	hartree
multiplicity	2
LUMO level (alpha / beta)	0.291 / 0.235	eV
Kohn-Sham gap (alpha / beta)	2.7 / 8.5	eV
<S²>	0.7520

---

(2)
Below is a cluster of 7 separate species, H14O7 in total in a non-equilibrium geometry, with properties calculated with the ωB97M-V functional and the def2-TZVPD basis.

The geometry in XYZ format:
```
21
Properties=species:S:1:pos:R:3:forces:R:3
O 1.85678 -0.30718 -1.66113 0.51 0.34 -0.29
H 2.34926 0.06613 -2.42108 -0.57 -0.85 0.41
H 1.27873 -1.01300 -1.97152 0.16 0.17 -0.41
O -0.00871 -0.14924 0.60292 0.83 -0.41 -1.15
H -0.10945 -1.08019 0.82591 -0.24 -0.17 0.25
H 0.71629 -0.18971 -0.06815 -0.71 0.55 0.72
O 1.82622 2.62605 -1.32969 0.04 1.44 0.21
H 2.03312 3.30970 -1.98886 -0.05 -0.66 0.24
H 2.11162 1.77365 -1.60949 0.38 -0.67 -0.45
O -2.86701 -1.75078 0.28094 0.54 0.35 -0.16
H -2.18916 -2.43086 0.43556 -0.48 0.41 0.21
H -2.33424 -0.93316 0.25154 -0.45 -0.44 0.01
O -0.59799 -3.23466 0.63141 -0.49 1.25 0.58
H -0.69355 -3.73320 -0.16375 0.50 -0.87 -0.58
H 0.13324 -3.48474 1.18310 0.45 -0.69 -0.02
O -0.75762 0.87539 3.07281 -0.71 -0.89 0.56
H -0.77429 0.82037 2.12419 0.13 -0.24 -0.74
H -0.31438 1.68695 3.22434 0.63 1.22 0.41
O -0.66545 2.73541 -0.44048 -1.18 0.84 0.34
H -1.17693 1.96191 -0.22953 -0.14 -0.46 0.10
H 0.18352 2.45115 -0.74906 0.85 -0.23 -0.25
```
Positions in Å, forces in eV/Å.

Summary:
energy relative to the best compared isomer or geometry (same formula, charge and spin)	1.969	eV
structure (SMILES)	O.O.O.O.O.O.O
F_max	1.5	eV/Å
DFT total energy	-535.051476	hartree
multiplicity	1
LUMO level	-0.360	eV
Kohn-Sham gap	10.1	eV

---

(3)
Below is an isolated molecule of C3H7NO, with properties calculated with the ωB97M-V functional and the def2-TZVPD basis.

The geometry in XYZ format:
```
12
Properties=species:S:1:pos:R:3:forces:R:3
C -1.19250 0.58886 0.54944 -0.02 0.05 0.02
C -0.62438 -0.68984 -0.06687 -0.09 -0.07 0.06
N 0.71775 -0.53234 -0.62941 0.09 0.09 -0.07
C 1.70410 0.31434 -0.23693 0.06 0.12 0.08
O 1.67249 1.12713 0.66673 0.10 -0.29 -0.21
H -1.92486 0.33471 1.31979 -0.02 0.01 -0.18
H -1.67539 1.22477 -0.19797 0.09 -0.10 0.05
H -0.38886 1.15463 1.01606 -0.24 -0.03 0.03
H -1.26157 -1.02938 -0.89190 0.06 0.01 0.18
H -0.61962 -1.49584 0.67768 0.09 0.13 -0.04
H 0.99023 -1.20223 -1.33179 -0.05 0.14 0.01
H 2.60261 0.20519 -0.87481 -0.07 -0.07 0.05
```
Positions in Å, forces in eV/Å.

Summary:
energy relative to the best compared isomer or geometry (same formula, charge and spin)	0.648	eV
structure (SMILES)	CCNC=O
F_max	0.4	eV/Å
DFT total energy	-248.502670	hartree
multiplicity	1
LUMO level	0.827	eV
Kohn-Sham gap	10.5	eV

---

(4)
Below is a cluster of 2 separate species, C2H3FIN3 in total in a non-equilibrium geometry, with properties calculated with the ωB97M-V functional and the def2-TZVPD basis.

The geometry in XYZ format:
```
10
Properties=species:S:1:pos:R:3:forces:R:3
C 0.23287 1.12775 -0.24404 -0.36 -1.17 0.32
C 1.45977 0.58710 -0.02122 -1.49 -1.46 -0.46
N -0.68221 0.09530 -0.21564 1.48 0.35 -0.03
N -0.05853 -0.99251 -0.01749 -0.47 -2.82 0.60
N 1.25135 -0.78710 0.09494 0.35 4.23 -0.43
F 2.67667 1.03756 -0.01776 0.82 0.56 0.18
I -4.07479 -0.94609 -0.01212 -1.88 -0.19 -0.43
H -0.23819 2.04633 -0.37449 0.33 1.73 -0.23
H -2.60053 -0.84884 0.39143 1.66 0.14 0.41
H 2.03360 -1.31950 0.41639 -0.44 -1.37 0.06
```
Positions in Å, forces in eV/Å.

Summary:
energy relative to the best compared isomer or geometry (same formula, charge and spin)	0.240	eV
structure (SMILES)	Fc1cnn[nH]1.I
F_max	4.3	eV/Å
DFT total energy	-639.768526	hartree
multiplicity	1
LUMO level	0.571	eV
Kohn-Sham gap	10.0	eV

---

(5)
Below is a structure of composition C23H35CrN3O7PTe in a non-equilibrium geometry, with properties calculated with the ωB97M-V functional and the def2-TZVPD basis.

The geometry in XYZ format:
```
71
Properties=species:S:1:pos:R:3:forces:R:3
Cr 0.16040 0.16740 -0.23560 0.01 -0.80 1.19
C 1.68810 -1.46880 1.91220 -0.32 0.16 0.58
C 0.27500 -1.55490 2.48990 0.51 -0.10 -0.14
O -0.42240 -0.39640 2.02250 0.13 -0.11 -0.59
C -1.79500 -0.31900 2.40200 -0.33 0.07 -0.08
C -2.73200 -0.80050 1.25550 0.06 0.13 0.17
O -1.88750 -1.30380 0.24070 0.26 0.06 -0.02
C -2.39690 -2.32500 -0.60610 0.38 -0.29 -0.30
C -1.19470 -3.18880 -0.99780 -0.31 0.11 0.19
O -0.16320 -2.29590 -1.37730 -0.38 0.18 0.09
C 1.13620 -2.84200 -1.43240 0.50 0.16 0.30
C 1.76430 -2.81310 -0.03890 -0.22 -0.31 -0.56
O 1.65680 -1.47850 0.48970 -0.32 0.35 -0.32
H 2.31270 -2.28700 2.28560 -0.08 0.14 -0.01
H 2.12670 -0.51230 2.21050 0.01 -0.32 -0.03
H 0.33390 -1.53330 3.58440 -0.08 0.00 -0.10
H -0.23700 -2.47080 2.16870 0.01 0.13 0.01
H -1.99110 0.73070 2.63880 -0.01 -0.18 0.04
H -1.96150 -0.91380 3.30430 0.11 0.11 -0.07
H -3.34260 0.02970 0.86930 0.10 -0.17 0.09
H -3.40570 -1.58370 1.62280 0.09 0.11 -0.11
H -2.85840 -1.87710 -1.49220 -0.03 -0.04 0.06
H -3.13460 -2.93690 -0.07850 0.02 0.08 -0.07
H -1.45010 -3.84560 -1.83670 -0.01 0.00 0.11
H -0.88560 -3.80460 -0.14310 -0.05 0.05 -0.06
H 1.70380 -2.19750 -2.10940 -0.07 -0.25 0.10
H 1.13720 -3.86540 -1.82150 -0.01 0.07 0.02
H 2.82200 -3.10440 -0.08290 -0.18 0.10 0.04
H 1.23720 -3.51180 0.62340 0.08 0.15 -0.02
C 1.19950 2.31590 5.30540 0.07 0.00 -0.18
C 2.05560 1.81960 4.33080 0.04 -0.03 0.13
C 1.64950 1.77160 3.01490 -0.25 0.26 -0.46
C 0.36290 2.19870 2.65660 0.45 0.63 1.64
C -0.48410 2.73250 3.64610 0.10 -0.06 -0.51
C -0.05660 2.79220 4.95280 0.06 -0.04 0.17
N -0.03530 2.10050 1.34100 -2.17 -0.38 -2.32
N -1.07040 2.75620 0.99500 2.17 0.33 2.98
C -1.58140 2.57220 -0.22660 -0.83 -0.82 -2.38
C -2.47980 3.52570 -0.73820 0.70 -0.47 0.60
C -3.08360 3.28820 -1.94840 0.13 -0.50 -0.45
C -2.79900 2.09290 -2.61180 -0.18 0.47 0.28
C -1.89370 1.20910 -2.06050 0.16 -0.25 -0.28
N -1.26510 1.43120 -0.90360 -0.51 0.66 0.15
H 1.53000 2.36040 6.32940 0.01 0.00 0.17
H 3.04380 1.48080 4.60500 0.08 0.04 -0.01
H 2.34610 1.48450 2.23550 -0.05 -0.13 0.09
H -1.45470 3.11060 3.35580 -0.02 -0.05 0.07
H -0.69330 3.21620 5.71160 -0.14 0.04 0.07
H -2.64690 4.42500 -0.16850 -0.09 0.05 0.11
H -3.76070 4.00790 -2.37780 -0.11 0.08 -0.04
H -3.27440 1.85680 -3.54760 -0.04 -0.07 -0.15
H -1.62250 0.29460 -2.57240 -0.04 0.04 0.00
C 1.26800 1.99580 -6.26640 0.16 -0.06 0.34
C 2.20060 1.79670 -5.08590 0.28 0.19 -0.61
O 1.39260 1.42550 -3.95110 0.08 -0.16 0.85
P 1.82910 0.73150 -2.61070 0.78 0.03 -0.81
O 0.63540 -0.07720 -2.19180 -0.61 -0.01 0.71
Te 2.10500 2.03330 -0.60080 0.41 0.16 -0.63
O 3.05900 -0.23410 -2.90520 -0.89 0.36 0.02
C 4.42620 0.12610 -2.62390 0.77 0.13 0.27
C 4.91220 -0.47160 -1.31360 -0.31 0.10 -0.19
H 1.85500 2.25430 -7.14290 0.03 0.04 -0.10
H 0.56340 2.79830 -6.06560 -0.03 0.08 -0.01
H 0.71200 1.08470 -6.47260 0.00 -0.08 -0.03
H 2.73360 2.72040 -4.84450 -0.03 -0.10 0.00
H 2.92150 0.99970 -5.28780 -0.06 0.07 0.10
H 4.52070 1.21920 -2.59710 0.00 -0.15 -0.11
H 5.01440 -0.26330 -3.45800 -0.14 0.18 0.04
H 4.27140 -0.16640 -0.48310 0.07 -0.06 -0.07
H 5.91880 -0.10890 -1.11980 0.10 -0.02 0.02
H 4.93870 -1.55690 -1.37110 0.00 -0.09 0.00
```
Positions in Å, forces in eV/Å.

Summary:
energy relative to the best compared isomer or geometry (same formula, charge and spin)	0.000	eV
net charge	+2
F_max	3.7	eV/Å
DFT total energy	-3241.680374	hartree
multiplicity	2
LUMO level (alpha / beta)	-7.320 / -7.184	eV
Kohn-Sham gap (alpha / beta)	6.7 / 6.8	eV
<S²>	1.1805

---

(6)
Below is an isolated molecule of C5H5NOSe in a non-equilibrium geometry, with properties calculated with the ωB97M-V functional and the def2-TZVPD basis.

The geometry in XYZ format:
```
13
Properties=species:S:1:pos:R:3:forces:R:3
C -0.62973 1.55930 -1.12295 -2.33 -3.14 -0.10
C -1.25669 0.17891 -1.14935 0.37 -0.06 -1.69
C 0.22897 1.47477 -0.14001 2.48 2.68 1.98
C -0.53665 -0.67445 -0.44257 1.94 1.57 4.20
C 1.26296 0.16171 1.71477 -2.86 -0.08 -3.72
N 0.26356 0.27292 0.52707 2.75 -3.09 1.13
O -0.47906 -2.04506 -0.31648 -1.06 0.98 -2.20
Se 1.48205 -1.62630 2.18640 -0.26 0.18 -0.24
H -0.92463 2.38443 -1.69052 -0.17 0.94 -0.75
H -1.97251 -0.36739 -1.73686 -0.60 0.92 -0.90
H 0.96587 2.27501 0.15578 -1.13 -1.06 -0.02
H -0.81566 -2.32493 -1.23981 0.81 0.13 2.22
H 2.41152 -1.26893 3.25452 0.05 0.04 0.11
```
Positions in Å, forces in eV/Å.

Summary:
energy relative to the best compared isomer or geometry (same formula, charge and spin)	0.534	eV
F_max	4.9	eV/Å
DFT total energy	-2724.771651	hartree
multiplicity	1
LUMO level	-0.058	eV
Kohn-Sham gap	8.4	eV

---

(7)
Below is a cluster of 13 separate species, H26O13 in total in a non-equilibrium geometry, with properties calculated with the ωB97M-V functional and the def2-TZVPD basis.

The geometry in XYZ format:
```
39
Properties=species:S:1:pos:R:3:forces:R:3
O 0.09476 0.13821 -2.06269 -0.12 1.09 0.05
H -0.06960 0.77536 -2.77180 -0.28 -0.55 -0.43
H 0.36084 0.81398 -1.41929 -0.12 -0.15 0.22
O 1.05012 -3.93113 0.07037 0.22 0.12 -0.40
H 0.86949 -4.32280 0.92353 -0.05 0.01 0.17
H 0.42045 -3.20096 -0.06185 -0.13 -0.35 0.21
O -1.68463 -2.84661 2.23912 0.88 -0.38 0.43
H -1.19997 -3.61681 1.91671 -0.78 -0.66 0.03
H -0.93157 -2.26292 2.09015 -0.42 0.84 -0.04
O -3.03299 1.93335 2.30368 -0.10 -0.35 0.23
H -2.44521 1.35204 2.82480 -0.25 0.51 0.01
H -2.44920 2.68051 2.14196 -0.08 0.14 0.02
O -3.26277 -1.21546 -1.82810 -0.40 0.14 0.15
H -4.10668 -1.09102 -1.37712 0.07 -0.13 0.13
H -3.40937 -0.75944 -2.66186 0.27 -0.04 -0.14
O 2.48171 1.54871 -0.84438 -1.65 1.51 -1.07
H 2.14558 0.64012 -0.73535 1.93 0.16 0.46
H 3.38936 1.80663 -0.71170 0.33 -1.02 0.47
O -1.36338 1.10151 0.28924 1.98 -0.52 -0.63
H -1.92651 0.82885 1.00856 -0.98 0.55 -0.03
H -1.76141 1.71146 -0.33102 -0.62 -0.06 0.31
O 2.45254 0.50167 -3.62745 1.76 -0.56 -0.34
H 2.51287 1.16878 -2.93830 -0.78 0.09 0.04
H 1.61620 0.39543 -4.05511 -0.64 0.40 0.16
O -0.63179 0.96402 3.19184 -0.72 0.66 1.00
H -0.83466 0.06056 3.44265 0.69 -0.29 -0.47
H -0.08634 1.09087 2.41954 0.28 -0.71 -0.32
O -0.92657 -1.95316 -0.07163 -0.49 0.87 -0.55
H -1.84904 -1.82606 -0.35177 -0.11 -0.80 0.14
H -0.63154 -1.11118 -0.42839 0.29 0.10 -0.32
O 3.29943 0.23345 1.97881 0.08 1.61 0.33
H 3.85116 -0.44373 2.36214 -0.45 -0.64 -0.35
H 2.58191 -0.03987 1.39333 0.75 -0.96 0.26
O 1.63692 -0.79085 0.06378 0.90 -0.55 -0.09
H 0.82883 -0.31235 -0.00390 -1.17 0.28 0.18
H 1.73329 -1.28548 -0.76246 -0.08 -0.20 0.11
O 0.05429 4.21342 -1.71465 0.03 -0.63 -1.98
H -0.48735 4.59618 -1.04710 0.19 0.23 1.18
H 0.90987 3.86331 -1.45880 -0.18 0.22 0.84
```
Positions in Å, forces in eV/Å.

Summary:
energy relative to the best compared isomer or geometry (same formula, charge and spin)	3.407	eV
F_max	2.5	eV/Å
DFT total energy	-993.648016	hartree
multiplicity	1
LUMO level	-0.187	eV
Kohn-Sham gap	10.9	eV

---

(8)
Below is a structure of composition C34H21ClN3O2S6Ta, with properties calculated with the ωB97M-V functional and the def2-TZVPD basis.

The geometry in XYZ format:
```
68
Properties=species:S:1:pos:R:3:forces:R:3
Ta 0.01662 0.49466 -0.99209 0.04 -0.36 -0.71
S 1.83203 0.35513 0.76824 -0.13 0.03 0.17
C 3.28527 1.02927 0.04366 0.01 0.05 0.04
C 4.20136 1.70824 0.84971 -0.02 -0.02 -0.01
C 5.39848 2.16502 0.32359 -0.02 0.00 0.00
C 5.70533 1.97282 -1.01851 -0.01 -0.01 -0.02
C 4.79929 1.31565 -1.83381 -0.02 -0.01 0.00
C 3.60514 0.83878 -1.30093 0.08 0.02 -0.05
S 2.42903 0.05796 -2.36755 -0.37 0.18 0.22
C 2.78537 -1.69826 -2.17001 -0.07 -0.02 0.01
C 1.99459 -2.52839 -1.18496 0.11 0.06 0.01
C 2.50195 -3.80580 -0.96285 0.04 0.03 0.01
C 1.85042 -4.65939 -0.10389 0.01 -0.06 0.03
C 0.69497 -4.20879 0.50825 0.05 0.00 0.05
C 0.23008 -2.93544 0.23098 0.10 -0.09 -0.06
C -1.05012 -2.51082 0.88233 -0.04 -0.08 -0.13
S -2.31837 0.23887 -0.43758 0.72 0.06 0.00
C -2.56755 1.27626 0.96046 -0.03 -0.01 0.04
C -3.63042 1.02668 1.83050 0.03 -0.01 -0.02
C -3.86097 1.86469 2.90502 0.00 -0.01 -0.02
C -3.03240 2.96546 3.11278 0.05 0.00 0.01
C -1.97053 3.21213 2.26298 0.01 -0.01 0.04
C -1.72165 2.36538 1.17927 0.11 0.01 0.06
S -0.40422 2.71668 0.07695 -0.11 -0.22 -0.26
N 0.87408 -2.09432 -0.60774 -0.41 0.11 0.08
H 3.95744 1.87090 1.89122 0.02 0.01 -0.01
H 6.09375 2.69061 0.96590 -0.01 -0.01 -0.01
H 6.63365 2.34549 -1.43079 -0.02 -0.01 0.02
H 5.00586 1.17588 -2.88804 -0.01 0.00 0.02
H 3.84670 -1.77253 -1.93673 0.01 -0.04 -0.01
H 2.63840 -2.12550 -3.16352 -0.01 -0.01 0.00
H 3.40799 -4.11029 -1.47045 0.00 0.02 0.01
H 2.23269 -5.65320 0.08955 0.00 0.01 0.00
H 0.15300 -4.82822 1.20944 -0.02 0.02 -0.02
H -1.51387 -3.36826 1.35972 -0.02 -0.01 -0.05
H -1.73293 -2.08749 0.15155 0.03 0.02 0.04
H -4.26619 0.16798 1.65196 -0.01 0.01 0.01
H -4.68435 1.66479 3.57804 0.01 0.01 0.00
H -3.21029 3.62797 3.95067 0.00 -0.01 -0.02
H -1.31781 4.06065 2.42920 -0.02 -0.02 0.00
S -0.08967 2.00038 -2.97055 0.03 -0.12 0.25
C -1.10209 1.16951 -4.12874 -0.01 0.10 0.04
C -1.64164 1.90142 -5.18576 0.03 0.05 0.02
C -2.44780 1.28938 -6.13005 -0.05 0.04 -0.08
C -2.98255 2.06860 -7.21659 0.02 -0.10 0.05
N -3.40442 2.68952 -8.08616 0.03 0.01 0.04
C -2.73808 -0.07975 -6.01827 -0.06 -0.03 -0.12
C -2.20708 -0.80429 -4.96387 0.01 -0.05 0.05
C -1.38918 -0.19218 -4.01862 -0.04 -0.08 -0.04
S -0.65440 -1.14730 -2.74859 -0.05 0.36 0.17
C -3.57746 -0.73952 -6.98334 0.01 0.09 0.07
N -4.25520 -1.27286 -7.74265 0.05 -0.01 0.03
H -1.43180 2.95967 -5.26741 0.00 -0.02 -0.01
H -2.43322 -1.85852 -4.87399 0.00 0.01 -0.01
Cl -0.06003 2.29490 7.30126 0.00 0.00 0.00
C -0.32324 1.08684 6.08425 -0.02 -0.05 0.00
C -0.02961 1.37867 4.76420 -0.01 0.04 -0.05
C -0.25176 0.41690 3.79222 0.01 0.06 -0.08
C -0.74831 -0.83003 4.14469 0.03 -0.05 0.10
C -1.03371 -1.11029 5.48011 0.00 0.00 -0.04
C -0.82821 -0.15265 6.45443 0.00 0.02 0.03
C -0.98502 -1.91162 3.15632 -0.16 0.19 0.04
O -1.33719 -3.02401 3.44914 0.06 -0.14 0.10
O -0.80209 -1.50824 1.87587 0.04 0.04 -0.04
H 0.36199 2.35014 4.49653 -0.01 0.00 0.00
H -0.02770 0.64804 2.76118 0.00 0.00 0.01
H -1.42031 -2.08628 5.73971 0.01 0.00 0.00
H -1.05208 -0.35766 7.49210 0.01 0.01 -0.01
```
Positions in Å, forces in eV/Å.

Summary:
energy relative to the best compared isomer or geometry (same formula, charge and spin)	1.855	eV
F_max	0.8	eV/Å
DFT total energy	-4529.482714	hartree
multiplicity	1
LUMO level	-1.906	eV
Kohn-Sham gap	5.8	eV

---

- Which value of multiplicity does entry 8 give?
  1